C31H36FN8O8RhS | ωB97M-V/def2-TZVPD

Summary:
<S²> = 6.038
Spin multiplicity = 5
Max |F| = 0.0699 hartree/bohr
Relative energy (zero: lowest compared OMol25 entry of this formula, charge and spin) = 0.0 kcal per mole
Frontier orbital gap (spin up / spin down) = 6.29 / 6.07 eV
HOMO energy (spin up / spin down) = -7.3 / -9.1 eV

Each line ends with the Mulliken spin population.
Cartesian coordinates (Å):
Rh -0.126 1.303 -0.148  1.53
S -0.286 1.052 2.108  0.34
C -1.676 0.053 2.137  0.10
N -2.087 -0.753 3.136  0.38
N -1.116 -1.086 4.031  0.37
C -1.454 -1.858 5.097  -0.07
C -0.535 -2.272 6.074  0.13
C -0.943 -3.091 7.108  -0.07
C -2.261 -3.533 7.233  0.14
C -3.187 -3.180 6.235  -0.07
C -2.822 -2.280 5.224  0.15
N -2.482 0.064 0.973  0.33
N -1.953 0.718 -0.024  0.48
C -2.932 1.101 -1.015  -0.04
C -2.806 0.820 -2.374  0.03
C -3.743 1.431 -3.211  -0.01
C -4.763 2.271 -2.726  0.04
C -4.911 2.444 -1.338  -0.02
C -4.017 1.818 -0.477  0.04
H -0.128 -0.908 3.761  -0.04
H 0.500 -1.984 5.961  0.00
H -0.181 -3.380 7.837  0.00
H -2.537 -4.166 8.067  0.01
H -4.189 -3.632 6.251  0.00
H -3.536 -1.933 4.467  0.02
H -2.001 0.188 -2.747  0.00
H -3.636 1.307 -4.299  0.00
H -5.451 2.763 -3.419  0.00
H -5.690 3.099 -0.948  0.00
H -4.065 1.906 0.591  -0.01
C 3.747 0.774 -0.457  0.00
C 2.965 1.979 -0.951  -0.01
O 1.932 2.402 -0.009  0.00
C 1.782 3.844 0.025  -0.01
C 0.609 4.308 0.896  0.02
H 4.359 0.423 -1.323  0.00
H 3.077 -0.064 -0.179  0.00
H 4.405 1.011 0.390  0.00
H 2.446 1.725 -1.899  0.00
H 3.636 2.854 -1.128  0.00
H 1.673 4.247 -1.013  0.00
H 2.729 4.241 0.446  0.00
H -0.350 4.292 0.332  -0.01
H 0.831 5.385 1.138  0.00
H 0.521 3.719 1.821  0.00
F 1.155 -0.272 -5.448  0.00
C 1.313 1.011 -5.114  0.00
C 0.296 1.824 -4.803  0.00
N 0.470 3.137 -4.367  0.00
C -0.638 3.860 -3.723  0.01
C -0.942 3.467 -2.267  -0.02
O -1.769 4.147 -1.626  0.00
O -0.264 2.414 -1.840  0.03
C 1.723 3.664 -4.144  0.00
O 1.911 4.775 -3.632  0.00
N 2.730 2.857 -4.585  0.00
C 2.668 1.532 -5.004  0.00
O 3.710 0.897 -5.242  0.00
H -0.742 1.522 -4.907  0.00
H -1.549 3.720 -4.350  0.00
H -0.358 4.920 -3.732  0.00
H 3.669 3.192 -4.414  0.00
C 3.814 -2.951 0.776  0.00
C 2.553 -3.773 1.175  0.00
C 1.208 -3.365 0.552  0.02
C 0.124 -4.293 1.181  0.00
C -1.341 -4.082 0.708  0.01
C 1.235 -3.555 -0.967  0.00
O 1.546 -4.634 -1.514  0.00
N 0.869 -2.475 -1.735  0.00
C 0.572 -1.219 -1.264  -0.01
O 0.354 -0.277 -2.073  0.09
N 0.579 -0.958 0.041  0.12
C 0.897 -1.891 0.949  0.01
O 0.947 -1.640 2.176  0.00
H 4.713 -3.409 1.217  0.00
H 3.739 -1.907 1.149  0.00
H 3.966 -2.906 -0.324  0.00
H 2.421 -3.693 2.264  0.00
H 2.720 -4.851 0.930  0.00
H 0.192 -4.178 2.277  0.00
H 0.391 -5.348 0.944  0.00
H -1.693 -3.039 0.928  0.00
H -1.975 -4.791 1.268  0.00
H -1.452 -4.253 -0.379  0.00
H 0.894 -2.599 -2.738  0.00